This record from OMol25 describes an isolated ion of composition C2H5O6P and charge -2 in a non-equilibrium geometry. The level of theory is wB97M-V/def2-TZVPD.

Geometry as XYZ:
```
14
Properties=species:S:1:pos:R:3:forces:R:3
C -1.2647 0.5551 0.0185 -2.7 -2.2 2.0
C 0.6225 -0.8359 0.7723 0.1 2.2 -2.5
O 3.3540 -0.1669 0.8719 -1.3 0.8 -0.5
O 2.1779 -0.1455 -1.3709 -0.7 0.2 -0.4
O 1.7079 1.8017 0.3688 -0.3 -1.2 -0.8
O -0.7375 1.7336 -0.2426 1.3 1.1 -0.8
O 0.4828 -1.8665 -0.1933 0.6 0.4 -0.9
O -0.6215 -0.1106 1.0791 1.2 -1.5 0.2
P 2.1157 0.3327 0.0738 1.8 -1.8 2.4
H -1.3319 -0.1999 -0.8198 -0.1 0.8 0.2
H -2.3214 0.6423 0.5949 1.3 0.2 -1.8
H 0.8170 -1.3407 1.6518 0.7 -0.5 2.2
H 0.3407 1.6137 -0.0816 -0.7 1.4 0.1
H 1.1888 -1.5944 -0.8778 -1.1 0.0 0.6
```
Positions in Å, forces in eV/Å.

Properties
Total energy   -872.05602 hartree
SMILES   O=P([O-])([O-])[C@H](O)OCO
Orbital gap   6.95 eV
HOMO level   -0.20 eV
Charge   -2
ΔE to the lowest compared entry with this formula, charge and spin   2.934 eV

Atomic partial charges in e from the Mulliken method, atoms 1 to 4:
1 C -0.214
2 C -0.191
3 O -0.865
4 O -0.842

This record from OMol25 describes a single C12H12N2O molecule in a non-equilibrium geometry. The level of theory is wB97M-V/def2-TZVPD.

Geometry as XYZ:
```
27
Properties=species:S:1:pos:R:3:forces:R:3
C 1.4397 1.4544 -0.4931 -1.1 -2.4 2.0
C -3.8702 0.6152 0.1775 -1.4 -3.3 0.7
C -2.8851 1.5467 0.3891 -1.2 2.9 -0.8
C -3.4922 -0.6905 -0.1527 0.8 -0.6 -0.6
C -1.5401 1.3820 0.2079 -0.6 -1.7 -0.3
C -1.4048 -2.1650 -0.6166 1.1 2.1 1.5
C -0.1113 -1.9194 -0.3362 -2.4 -0.1 -0.5
C -2.1340 -0.9813 -0.3618 -0.1 2.4 0.7
C -1.1740 0.0600 -0.1003 -0.7 -1.0 0.0
C 3.5870 -0.0646 1.0946 2.5 -1.2 -1.0
C 2.5348 -0.7737 0.2654 -1.6 -0.6 2.2
C 1.2840 -0.0169 0.0314 0.2 3.8 -1.9
N 1.2066 2.2411 0.4369 0.8 -0.4 0.1
N 0.0466 -0.6177 -0.0774 1.7 3.3 0.8
O 1.6056 1.6701 -1.8080 0.9 0.1 -1.4
H -4.9536 0.6654 0.4564 1.2 0.9 -0.4
H -3.2559 2.5857 0.4598 0.4 -0.5 0.5
H -4.1242 -1.5801 -0.2553 -0.5 0.8 0.1
H -0.9273 2.2386 0.2195 0.7 0.4 0.3
H -1.7291 -2.9903 -1.0608 -1.5 -3.5 -1.3
H 0.7021 -2.5062 -0.4468 2.3 -1.9 -0.3
H 3.4915 0.9918 1.0171 0.2 0.9 -0.1
H 3.5922 -0.3460 2.1447 -0.2 0.0 0.0
H 4.6174 -0.4207 0.6482 -1.8 1.0 1.1
H 2.9373 -0.9881 -0.7065 0.2 -0.8 -0.4
H 2.1816 -1.6174 0.9113 0.8 -0.2 -1.2
H 2.3755 2.2270 -2.0442 -0.7 -0.1 0.5
```
Positions in Å, forces in eV/Å.

Properties
Total energy   -649.05834 hartree
Orbital gap (spin up / spin down)   8.06 / 6.75 eV
HOMO level (spin up / spin down)   -8.28 / -7.21 eV
Charge   0
ΔE to the lowest compared entry with this formula, charge and spin   4.327 eV

Atomic partial charges in e from the Mulliken method, atoms 1 to 4:
1 C 0.012
2 C -0.604
3 C -0.700
4 C -0.508

This record from OMol25 describes an isolated ion of composition C4H7N2 and charge +1 in a non-equilibrium geometry. The level of theory is wB97M-V/def2-TZVPD.

Geometry as XYZ:
```
13
Properties=species:S:1:pos:R:3:forces:R:3
C -0.8530 1.1174 -1.0713 -1.1 2.2 -1.8
C -0.8742 1.4896 0.1929 -0.8 -0.7 0.5
C 0.3278 -0.4175 1.0306 -2.1 0.8 2.5
C 0.4744 -1.3289 0.0827 -1.6 1.5 1.4
N -0.5332 0.6925 1.2744 3.0 -4.7 -3.7
N 1.1933 -1.8862 -0.7482 1.7 -0.4 -1.2
H -0.5372 0.1888 -1.5094 0.3 -0.2 0.2
H -1.2794 1.8691 -1.8271 0.7 -1.3 1.2
H -1.3644 2.3141 0.6266 -0.4 1.6 -0.5
H 0.7099 -0.8590 1.9849 0.0 0.4 -0.7
H -0.4029 1.0421 2.1525 0.1 1.4 2.6
H 2.0334 -1.4294 -1.0347 0.9 0.4 -0.3
H 1.1055 -2.7925 -1.1539 -0.8 -0.9 -0.2
```
Positions in Å, forces in eV/Å.

Properties
Total energy   -265.76405 hartree
SMILES   C=CNC=C=[NH2+]
Orbital gap   8.60 eV
HOMO level   -13.27 eV
Charge   +1
ΔE to the lowest compared entry with this formula, charge and spin   3.930 eV

Atomic partial charges in e from the Mulliken method, atoms 1 to 4:
1 C -0.841
2 C 0.167
3 C 0.097
4 C -0.039

This record from OMol25 describes C9H24LaO3P2 as an isolated structure in a non-equilibrium geometry. The level of theory is wB97M-V/def2-TZVPD.

Geometry as XYZ:
```
39
Properties=species:S:1:pos:R:3:forces:R:3
La -0.2271 -0.3082 -0.5212 0.3 4.1 -1.2
H -1.1164 -2.1690 -3.2371 -0.4 0.2 0.2
H -1.8189 -1.9835 -3.0122 0.5 -0.1 -0.1
P 1.9662 -0.6217 -1.2793 10.7 -0.5 -3.9
P -2.3270 0.5087 0.1226 -9.9 4.9 2.8
C -3.1391 -0.2969 1.5757 0.2 -0.3 0.2
H -4.0579 0.2336 1.8832 0.4 -0.1 -0.2
H -3.3812 -1.3407 1.3160 0.1 0.4 0.1
H -2.4225 -0.3115 2.4136 -0.2 0.0 -0.2
C -2.3421 2.2919 0.6048 -0.1 0.1 0.1
H -1.9984 2.8895 -0.2545 -0.2 -0.1 0.3
H -3.3499 2.6197 0.9165 0.4 -0.1 -0.2
H -1.6310 2.4391 1.4343 -0.3 0.0 -0.3
C -3.6697 0.4432 -1.1543 0.0 -0.1 -0.2
H -3.8908 -0.6110 -1.3926 0.0 0.4 0.1
H -4.5916 0.9367 -0.7977 0.4 -0.2 -0.1
H -3.3159 0.9448 -2.0700 -0.2 -0.1 0.3
C 3.0807 0.8225 -0.9861 0.1 0.1 0.1
H 4.0998 0.6328 -1.3676 -0.4 0.1 0.1
H 2.6465 1.7040 -1.4845 0.2 -0.3 0.2
H 3.1218 1.0236 0.0969 0.0 -0.1 -0.4
C 2.9404 -2.0200 -0.5612 -0.2 -0.2 0.2
H 2.4621 -2.9720 -0.8454 0.2 0.3 0.1
H 3.9901 -2.0140 -0.9048 -0.5 0.1 0.1
H 2.9105 -1.9393 0.5382 0.1 -0.1 -0.4
C 2.1725 -0.9011 -3.1004 -0.1 0.0 -0.1
H 1.6590 -0.0893 -3.6421 0.3 -0.3 0.1
H 3.2383 -0.9228 -3.3904 -0.5 0.0 0.2
H 1.7016 -1.8598 -3.3764 0.2 0.3 0.0
C -0.3323 -1.9212 0.4929 -0.9 -13.9 8.3
O -0.4077 -2.9331 1.0864 0.1 2.0 -1.3
H -0.1553 1.1130 -1.5299 0.2 4.1 -3.3
C 1.4316 1.3332 3.6722 0.4 0.9 0.2
C 0.8410 0.4604 2.6178 -1.6 -4.3 -0.1
O 0.4709 -0.7594 2.9231 1.1 4.2 -1.5
O 0.6979 0.9214 1.3932 -0.2 -0.6 0.3
H 2.3533 0.8610 4.0717 -0.7 0.2 -0.1
H 0.7007 1.4671 4.4964 0.5 -0.2 -0.4
H 1.6895 2.3285 3.2522 -0.2 -0.6 0.3
```
Positions in Å, forces in eV/Å.

Properties
Total energy   -1296.59020 hartree
Orbital gap (spin up / spin down)   6.24 / 5.33 eV
HOMO level (spin up / spin down)   -11.33 / -10.86 eV
Charge   +1

Atomic partial charges in e from the Mulliken method, atoms 1 to 4:
1 La 1.267
2 H -0.017
3 H 0.031
4 P 0.520

This record from OMol25 describes a single C24H20N6OS molecule. The level of theory is wB97M-V/def2-TZVPD.

Geometry as XYZ:
```
52
Properties=species:S:1:pos:R:3:forces:R:3
C -4.9150 -3.3599 -0.5598 0.0 0.0 0.0
C -3.9991 -2.1741 -0.5636 -0.3 0.1 0.1
C -4.4536 -0.9122 -0.2726 0.0 -0.2 0.0
C -3.5811 0.1892 -0.2777 0.7 0.0 -0.1
C -3.9548 1.5392 -0.0050 0.1 0.0 0.0
N -3.0900 2.5112 -0.0496 -0.6 0.2 0.2
C -1.7972 2.2327 -0.3315 0.4 -0.7 -0.2
N -1.3361 1.0101 -0.5727 0.0 0.4 0.0
C -2.2108 -0.0124 -0.5798 -0.8 -0.1 0.1
C -1.7624 -1.3097 -0.8992 -0.1 -0.1 0.0
C -2.6396 -2.3557 -0.8858 0.1 0.2 0.0
H -2.2940 -3.3500 -1.1321 0.1 -0.1 0.0
H -0.7251 -1.4468 -1.1607 0.1 0.0 0.0
N -0.9950 3.3214 -0.3790 -0.1 0.7 -0.1
C 0.2976 3.2625 -0.4259 0.2 -0.2 0.2
N 1.0040 4.3932 -0.5171 0.4 0.0 -0.1
H 2.0138 4.3263 -0.5532 -0.2 0.1 0.0
H 0.5066 5.2621 -0.5777 -0.1 -0.1 0.0
N 0.9901 2.0692 -0.3198 -0.3 0.0 -0.1
C 2.3447 1.9111 -0.1965 -0.1 0.2 -0.2
O 3.1485 2.8080 -0.3808 0.1 0.1 0.0
N 2.7249 0.6234 0.1186 0.2 -0.2 -0.1
C 4.0761 0.2190 -0.0263 0.5 0.0 -0.1
C 5.1255 1.0089 0.4237 0.0 0.0 0.1
C 6.4343 0.6038 0.2277 0.0 0.0 0.0
C 6.7101 -0.6023 -0.3935 0.0 0.0 -0.1
C 5.6717 -1.4158 -0.8077 0.0 0.1 0.0
C 4.3606 -1.0059 -0.6255 -0.3 -0.1 0.0
S 3.0454 -2.0704 -1.1560 -0.1 0.3 0.1
C 1.8804 -1.6560 0.1102 0.2 0.1 -0.2
C 1.0245 -2.6313 0.6017 0.0 0.1 0.1
C 0.1099 -2.3137 1.5876 0.0 -0.1 0.0
C 0.0720 -1.0295 2.1062 0.0 0.0 0.0
C 0.9369 -0.0611 1.6323 0.1 -0.1 0.0
C 1.8297 -0.3555 0.6058 -0.4 -0.4 0.3
H 0.9181 0.9352 2.0476 0.0 0.1 0.0
H -0.6293 -0.7797 2.8870 -0.1 0.0 0.1
H -0.5663 -3.0691 1.9562 -0.1 -0.1 0.0
H 1.0793 -3.6286 0.1935 0.0 -0.1 0.0
H 5.8634 -2.3658 -1.2823 0.0 -0.1 0.0
H 7.7309 -0.9162 -0.5486 0.1 0.0 0.0
H 7.2406 1.2359 0.5661 0.1 0.1 0.0
H 4.9118 1.9503 0.9007 0.0 0.0 0.0
H 0.3188 1.2735 -0.3698 0.3 0.1 -0.1
C -5.3631 1.9052 0.3390 0.0 0.0 0.0
H -5.6829 1.3797 1.2373 -0.1 -0.1 0.0
H -6.0329 1.6339 -0.4754 -0.1 0.0 0.0
H -5.4170 2.9764 0.5078 0.0 0.0 0.0
H -5.4969 -0.7571 -0.0394 -0.1 0.0 0.0
H -5.9268 -3.0720 -0.2862 -0.1 0.0 0.0
H -4.5620 -4.1092 0.1481 0.0 -0.1 0.0
H -4.9393 -3.8217 -1.5464 -0.1 -0.1 0.0
```
Positions in Å, forces in eV/Å.

Properties
Total energy   -1728.64487 hartree
SMILES   Cc1ccc2nc(/N=C(/N)NC(=O)N3c4ccccc4Sc4ccccc43)nc(C)c2c1
Orbital gap   8.15 eV
HOMO level   -7.93 eV
Charge   0
ΔE to the lowest compared entry with this formula, charge and spin   0.000 eV

Atomic partial charges in e from the Mulliken method, atoms 1 to 4:
1 C -1.612
2 C 0.808
3 C -0.727
4 C 0.510

This record from OMol25 describes C53H43I4N8O2PTi as an isolated structure. The level of theory is wB97M-V/def2-TZVPD.

Geometry as XYZ:
```
112
Properties=species:S:1:pos:R:3:forces:R:3
Ti 0.2973 0.5800 0.1876 0.2 0.1 1.0
I 2.6885 6.7982 -6.2140 0.1 0.1 -0.1
C 1.7664 5.5926 -4.7930 0.0 -0.1 0.1
C 1.2362 4.3651 -5.1643 0.0 0.0 0.0
C 0.6263 3.5646 -4.2146 0.0 0.0 0.0
C 0.4910 3.9732 -2.8788 -0.1 -0.1 0.2
C 1.0854 5.1912 -2.5275 0.0 0.1 0.0
C 1.7091 5.9967 -3.4692 0.0 0.0 0.0
C -0.1208 3.0882 -1.8746 0.1 0.2 -0.2
C -0.1979 3.4438 -0.4554 0.1 -0.4 0.1
C -0.6145 4.6631 0.0428 0.0 0.1 0.1
C -0.8936 4.4785 1.4043 -0.1 0.2 0.0
C -0.6033 3.1623 1.7134 0.3 0.0 0.1
C -0.3189 2.6907 3.0465 -0.1 0.2 -0.2
C -0.8063 3.5504 4.1600 0.1 0.0 0.1
C -2.1837 3.7334 4.2909 0.0 -0.1 0.0
C -2.7215 4.4669 5.3364 0.0 0.0 0.0
C -1.8746 5.0426 6.2727 0.1 -0.1 -0.1
I -2.6711 6.1044 7.8762 0.0 0.1 0.1
C -0.5015 4.9169 6.1426 0.0 0.0 0.0
C 0.0207 4.1828 5.0853 0.1 0.1 -0.1
C 0.4077 1.5705 3.2585 -0.1 -0.3 0.0
N 0.6191 0.5278 2.3294 0.1 0.1 0.0
C 1.4364 -0.4002 3.0214 -0.2 0.2 0.1
C 1.5080 -1.7078 2.7058 0.0 -0.2 0.1
C 2.1714 -2.7875 3.4570 0.0 0.1 -0.1
C 2.1222 -2.8928 4.8486 0.0 0.0 0.0
C 2.7346 -3.9451 5.5153 0.0 0.0 0.0
C 3.3981 -4.9227 4.7910 0.0 0.1 -0.1
I 4.3244 -6.4998 5.7838 0.0 -0.1 0.1
C 3.4416 -4.8598 3.4050 0.0 0.0 0.0
C 2.8290 -3.8018 2.7541 0.0 0.0 0.0
C 0.5772 -2.0456 1.6189 0.1 0.0 0.0
C -0.7393 -2.3490 1.9709 0.0 -0.1 0.0
C -1.7148 -1.7951 1.1379 -0.1 0.0 0.1
C -1.4676 -1.3695 -0.1681 0.3 -0.1 -0.2
N 0.9411 -1.6768 0.3854 -0.3 -0.1 0.0
C -2.5111 -0.9004 -1.1082 -0.2 -0.2 0.1
C -2.1801 0.2418 -1.7518 0.0 0.3 0.2
C -2.6948 0.8925 -2.9525 0.0 -0.1 -0.1
C -1.8323 1.8665 -3.2930 0.0 0.0 -0.1
C -0.8557 1.9856 -2.2202 -0.1 -0.1 0.2
N -1.0586 0.9553 -1.3305 -0.2 -0.1 0.0
C -3.6394 -1.7650 -1.5316 0.1 0.0 0.0
C -3.9377 -1.9715 -2.8842 0.0 0.0 -0.1
C -4.9698 -2.8030 -3.2973 0.0 0.0 0.1
C -5.7277 -3.4715 -2.3496 0.1 0.1 0.0
I -7.2644 -4.7354 -2.9498 -0.1 -0.1 0.0
C -5.4522 -3.3004 -1.0004 0.0 0.0 0.0
C -4.4242 -2.4587 -0.6046 -0.1 0.0 0.0
C 1.9016 0.1965 4.2687 0.1 -0.1 -0.1
C 1.1798 1.2997 4.4662 -0.1 0.2 0.0
N -0.1832 2.5030 0.5693 -0.1 0.2 -0.2
H 1.3239 4.0177 -6.1848 0.0 0.0 0.0
H 0.3032 2.5766 -4.5108 0.0 0.0 0.0
H 1.0692 5.5158 -1.4973 0.0 0.0 0.0
H 2.1531 6.9346 -3.1635 0.0 0.0 0.0
H -0.7694 5.5566 -0.5399 -0.1 0.0 0.1
H -1.2242 5.2232 2.1107 0.0 0.0 0.0
H -2.8443 3.2828 3.5605 0.0 0.0 0.0
H -3.7932 4.5864 5.4196 0.0 0.0 0.0
H 0.1625 5.3991 6.8473 0.0 0.0 0.0
H 1.0952 4.1469 4.9599 0.0 -0.1 0.0
H 1.5679 -2.1595 5.4192 0.0 0.0 0.0
H 2.6754 -4.0093 6.5935 0.0 0.0 0.0
H 3.9568 -5.6239 2.8385 0.0 0.0 0.0
H 2.8774 -3.7418 1.6729 0.0 0.0 0.0
H -0.9704 -2.6102 2.9938 0.0 0.0 0.0
H -2.6914 -1.6264 1.5839 0.0 0.0 0.0
H -3.6108 0.6469 -3.4646 0.0 0.0 0.1
H -1.9447 2.5618 -4.1096 0.1 0.0 0.0
H -3.3335 -1.4865 -3.6412 0.0 0.0 0.0
H -5.1721 -2.9342 -4.3522 0.0 0.0 0.0
H -6.0408 -3.8158 -0.2535 0.0 0.0 0.0
H -4.2476 -2.3301 0.4532 0.0 0.0 0.0
H 2.6323 -0.2383 4.9314 0.0 0.0 0.0
H 1.2230 1.9392 5.3311 -0.1 0.0 0.0
N 2.6466 1.8124 0.7187 -0.1 0.1 -0.1
C 3.0321 2.6929 -0.3901 0.0 -0.1 0.0
C 3.2512 1.9488 -1.7095 0.0 0.1 0.0
C 2.2033 0.9521 -2.1475 -0.1 0.0 0.6
O 2.0503 0.5967 -3.2941 0.1 0.0 -0.1
O 1.5423 0.3850 -1.1432 0.1 -0.1 -1.0
H 2.4499 2.3514 1.5541 0.0 0.0 0.0
H 3.3801 1.1484 0.9417 0.0 -0.1 0.0
H 3.9470 3.2563 -0.1790 0.0 0.0 0.0
H 2.2324 3.4216 -0.5119 0.0 0.0 0.0
H 4.1804 1.3687 -1.6583 0.0 0.0 0.0
H 3.3748 2.6673 -2.5207 0.0 0.0 0.0
C -1.0330 -4.0308 -3.2888 0.1 0.0 0.0
N 0.0103 -2.9439 -3.5817 0.0 0.0 0.0
C 1.3952 -3.5952 -3.6142 0.0 0.0 0.0
N 1.6400 -4.2893 -2.4080 0.0 0.0 0.0
C 0.6337 -5.3207 -2.2102 0.0 0.0 0.0
N -0.7090 -4.7604 -2.1165 0.0 0.0 0.1
C -0.9502 -4.0008 -0.8768 0.1 0.0 -0.1
P 0.0050 -2.3893 -0.8493 0.0 0.0 0.0
C -0.0529 -1.7953 -2.6119 0.0 0.0 -0.1
C 1.6482 -3.3589 -1.2529 0.0 0.0 -0.1
H -1.0315 -4.6795 -4.1667 0.0 0.0 0.0
H -1.9936 -3.5273 -3.1907 0.0 0.0 0.0
H -0.1819 -2.5664 -4.5096 0.0 0.0 0.0
H 2.1090 -2.7864 -3.7684 0.0 0.0 0.0
H 1.3900 -4.2711 -4.4715 0.0 0.0 0.0
H 0.8531 -5.8567 -1.2887 0.0 0.0 0.0
H 0.6670 -6.0234 -3.0468 0.0 0.0 0.0
H -0.6267 -4.6084 -0.0323 0.0 0.0 0.0
H -2.0191 -3.8167 -0.7699 0.0 0.0 0.0
H 0.8011 -1.1462 -2.8068 0.0 0.0 0.0
H -0.9579 -1.2441 -2.8386 -0.1 0.0 0.0
H 1.9153 -3.9387 -0.3661 0.0 0.0 0.0
H 2.4476 -2.6293 -1.4044 0.0 0.0 0.0
```
Positions in Å, forces in eV/Å.

Properties
Total energy   -5015.54389 hartree
Orbital gap   5.00 eV
HOMO level   -5.63 eV
Charge   0
ΔE to the lowest compared entry with this formula, charge and spin   3.803 eV

Atomic partial charges in e from the Mulliken method, atoms 1 to 4:
1 Ti -1.666
2 I 0.073
3 C -0.111
4 C -1.066

This record from OMol25 describes a single C5H6O molecule. The level of theory is wB97M-V/def2-TZVPD.

Geometry as XYZ:
```
12
Properties=species:S:1:pos:R:3:forces:R:3
C -1.9434 0.3015 0.0090 -0.3 0.3 0.0
C -0.9215 -0.8220 -0.1400 0.0 -0.1 0.0
C 0.4480 -0.3380 -0.0605 0.6 0.3 0.0
C 1.5574 0.1219 0.0697 -0.5 -0.2 0.2
C 2.8750 0.5340 0.4997 0.1 0.2 0.3
O 3.0926 1.5452 1.1288 -0.1 -0.4 -0.3
H -2.0079 0.6296 1.0520 0.0 0.0 -0.2
H -1.6852 1.1780 -0.5987 0.0 -0.3 0.1
H -2.9309 -0.0505 -0.3060 0.1 0.1 0.1
H -1.0801 -1.3690 -1.0734 0.1 0.1 0.0
H -1.0367 -1.5460 0.6757 -0.1 0.0 -0.2
H 3.6813 -0.1834 0.2641 0.0 0.1 0.0
```
Positions in Å, forces in eV/Å.

Properties
Total energy   -269.27934 hartree
SMILES   CCC#CC=O
Orbital gap   10.69 eV
HOMO level   -10.31 eV
Charge   0
ΔE to the lowest compared entry with this formula, charge and spin   1.820 eV

Atomic partial charges in e from the Mulliken method, atoms 1 to 4:
1 C -1.082
2 C -0.469
3 C 0.071
4 C 0.327

- Which formula does entry 4 have?
  C9H24LaO3P2